Entry 1:
49
Properties=species:S:1:pos:R:3:mulliken_charge:R:1 method="wB97M-V/def2-TZVPD" smiles="O=C(OCC(=O)N1CCN(c2ccccc2)CC1)c1ccc2ccccc2n1" e_above_lowest_kcal_mol=56.8 multiplicity=1
O -0.50 -0.40 1.36 -0.5865
C -0.73 0.68 1.84 0.6159
C -5.28 1.85 4.95 -0.7011
H 0.92 -1.62 -2.49 0.3046
N 1.44 0.81 -1.51 0.2736
H 3.67 0.90 -3.05 0.2804
C -2.45 2.34 2.60 -0.4803
H -4.00 3.62 3.31 0.3914
H 5.16 -4.31 -6.62 0.3756
C -4.14 1.64 4.15 1.0038
C 4.67 -3.63 -5.94 -0.4950
C -3.52 0.35 4.14 0.0361
C -1.92 1.04 2.67 0.3012
C -5.18 -0.44 5.70 -0.4136
C 4.73 -1.65 -4.57 -0.4571
C 3.50 -0.05 -2.51 -1.1553
C 2.75 0.26 -1.21 -0.8934
C 5.35 -2.53 -5.44 -0.6747
H -6.66 1.00 6.32 0.3883
H 1.72 0.60 1.13 0.4476
H -1.98 3.07 1.95 0.4680
H -5.74 2.83 4.95 0.3698
C 3.36 -3.84 -5.56 -0.6350
C 1.18 1.51 0.83 -0.6943
H 4.48 -0.47 -2.24 0.6501
C 2.73 -2.98 -4.69 -0.4537
C -5.79 0.83 5.71 -0.5120
C 0.62 1.36 -0.60 0.7322
O -0.50 1.75 -0.87 -0.7080
C 3.40 -1.86 -4.18 0.8669
H 2.65 -0.67 -0.63 0.3307
H 1.72 -3.18 -4.39 0.3713
H 1.31 1.23 -3.56 0.2559
H 1.83 2.38 0.90 0.3486
O 0.10 1.73 1.71 -0.3117
N 2.77 -1.00 -3.30 0.3568
H -0.16 0.60 -2.78 0.4771
H -5.60 -1.22 6.31 0.3778
H -3.59 -1.64 4.91 0.4920
C 1.33 -0.91 -3.23 -0.7892
C -4.07 -0.68 4.94 -0.3797
H 6.37 -2.35 -5.73 0.3552
H 3.33 0.97 -0.62 0.5429
H 0.90 -1.14 -4.21 0.6888
C -3.56 2.64 3.34 -0.8230
N -2.44 0.08 3.40 -0.4879
C 0.92 0.50 -2.83 -1.1622
H 2.82 -4.69 -5.94 0.3590
H 5.28 -0.79 -4.22 0.3520



Entry 2:
6
Properties=species:S:1:pos:R:3:mulliken_spin:R:1 method="wB97M-V/def2-TZVPD" total_charge=+3 total_energy_ha=-1013.13535 multiplicity=8
C 0.03 -1.29 -0.11 0.0064
O -0.56 1.07 -0.51 0.0100
C 0.09 0.06 -0.36 -0.0635
Tb -1.46 2.81 -1.88 7.0374
H 1.20 -1.42 1.90 0.0001
C 0.70 -1.23 0.96 0.0096